1.
Molecular formula: C32H42Cl2NOP3W
Method: DFT, wB97M-V/def2-TZVPD

```
82
C32H42Cl2NOP3W (wB97M-V/def2-TZVPD)
P -4.10 0.24 -2.57
C -5.57 0.85 -1.74
C -6.36 1.88 -2.28
H -6.06 2.38 -3.21
C -7.55 2.23 -1.65
H -8.18 3.02 -2.08
C -7.94 1.58 -0.47
H -8.87 1.86 0.02
C -7.14 0.57 0.08
H -7.44 0.06 0.99
C -5.96 0.20 -0.55
H -5.33 -0.59 -0.16
C -3.65 1.46 -3.83
C -3.30 2.76 -3.40
H -3.42 3.03 -2.35
C -2.83 3.70 -4.32
H -2.53 4.69 -3.96
C -2.78 3.38 -5.68
H -2.45 4.13 -6.40
C -3.18 2.12 -6.12
H -3.17 1.88 -7.19
C -3.59 1.15 -5.21
H -3.91 0.17 -5.56
C -4.51 -1.33 -3.38
C -5.76 -1.48 -4.02
H -6.47 -0.65 -4.04
C -6.10 -2.69 -4.63
H -7.07 -2.79 -5.13
C -5.20 -3.76 -4.61
H -5.46 -4.70 -5.08
C -3.97 -3.62 -3.96
H -3.25 -4.45 -3.94
C -3.62 -2.42 -3.34
H -2.68 -2.33 -2.80
W -0.39 -0.01 -0.20
C 1.15 0.17 -1.71
C 0.79 0.37 -3.00
H 2.21 0.11 -1.45
C -0.70 0.37 -3.28
O -0.98 -0.64 -4.28
H -1.93 -0.89 -4.26
C -1.32 0.10 -1.97
H -1.02 1.37 -3.66
C -2.49 0.07 -1.33
Cl 1.66 -0.04 1.12
Cl -1.52 -0.21 1.88
P -0.09 2.38 0.44
C 0.50 2.80 2.10
H 1.59 2.65 2.16
H 0.02 2.16 2.85
H 0.26 3.86 2.31
C 1.00 3.34 -0.65
H 0.66 3.25 -1.69
H 2.02 2.95 -0.58
H 0.98 4.39 -0.34
C -1.70 3.22 0.32
H -2.47 2.62 0.81
H -1.97 3.36 -0.73
H -1.61 4.20 0.82
P 1.87 0.55 -4.44
C 3.52 0.89 -3.89
C 1.17 1.92 -5.37
H 3.90 0.06 -3.28
H 3.55 1.81 -3.29
H 4.15 1.02 -4.78
H 0.13 1.69 -5.67
H 1.78 2.09 -6.26
H 1.16 2.83 -4.75
C 1.75 -0.97 -5.37
H 2.09 -1.80 -4.74
H 2.37 -0.89 -6.27
H 0.69 -1.13 -5.62
H -2.67 -0.16 -0.26
C 1.49 -4.71 1.70
C 0.56 -4.46 0.50
C 0.22 -3.08 0.25
N -0.09 -1.99 -0.03
H 2.48 -4.27 1.53
H 1.63 -5.78 1.88
H 1.08 -4.27 2.62
H 1.03 -4.85 -0.42
H -0.39 -5.01 0.65
```

Computed properties:
- total charge = +2
- highest occupied orbital energy (alpha / beta) (eV) = -12.22 / -13.89
- Kohn-Sham gap (alpha / beta) (eV) = 6.6 / 8.1
- multiplicity = 3
- E_LUMO (alpha / beta) (Ha) = -0.2049 / -0.2134
- ⟨S²⟩ = 2.03
- F_max (eV/A) = 5.19


2.
Molecular formula: C32H42F3N2O14PS
Method: DFT, wB97M-V/def2-TZVPD

```
95
C32H42F3N2O14PS (wB97M-V/def2-TZVPD)
O -1.89 -1.43 -0.13
P -2.31 -0.01 -0.07
C -1.03 1.13 -0.62
C -0.56 2.10 0.33
C 0.41 3.00 0.04
C 0.92 2.97 -1.28
N 1.84 3.81 -1.79
S 2.04 3.37 -3.31
N 1.04 2.13 -3.42
C 0.46 2.01 -2.22
C -0.54 1.07 -1.88
C -1.03 0.10 -2.92
O 0.04 -0.68 -3.48
C 0.40 -1.75 -2.73
F 1.00 -1.35 -1.57
F -0.62 -2.56 -2.42
F 1.31 -2.47 -3.41
H -3.39 0.24 -0.94
H -2.69 0.45 1.19
H -0.97 2.11 1.33
H 0.76 3.72 0.75
H -1.79 -0.55 -2.50
H -1.47 0.64 -3.75
O -3.89 4.24 0.49
C -4.81 3.48 0.52
O -4.65 2.15 0.30
C -5.93 1.48 0.31
C -6.85 2.39 1.11
C -6.28 3.78 0.79
H -6.26 1.36 -0.72
H -5.80 0.50 0.75
H -7.90 2.27 0.85
H -6.74 2.19 2.18
H -6.71 4.21 -0.11
H -6.37 4.49 1.61
O -2.42 2.99 -2.70
C -2.40 3.95 -3.41
O -3.48 4.35 -4.11
C -3.15 5.46 -4.97
C -1.90 6.09 -4.35
C -1.23 4.87 -3.72
H -2.96 5.07 -5.97
H -4.00 6.13 -5.01
H -1.29 6.62 -5.07
H -2.19 6.79 -3.57
H -0.57 4.35 -4.42
H -0.68 5.11 -2.81
O 3.88 -6.62 1.55
C 3.44 -5.82 0.78
O 4.23 -5.16 -0.10
C 3.45 -4.19 -0.83
C 2.02 -4.68 -0.74
C 2.00 -5.36 0.63
H 3.59 -3.21 -0.36
H 3.83 -4.14 -1.85
H 1.28 -3.88 -0.85
H 1.83 -5.41 -1.52
H 1.77 -4.66 1.43
H 1.31 -6.20 0.67
O -3.93 -5.02 2.63
C -2.86 -5.16 3.14
O -2.70 -5.20 4.49
C -1.30 -5.29 4.83
C -0.63 -5.86 3.59
C -1.51 -5.31 2.47
H -0.94 -4.29 5.06
H -1.20 -5.92 5.71
H 0.42 -5.59 3.52
H -0.70 -6.95 3.61
H -1.18 -4.32 2.14
H -1.58 -5.98 1.62
O 3.11 2.68 1.12
C 4.27 2.46 0.90
O 4.96 1.51 1.58
C 6.34 1.52 1.18
C 6.36 2.19 -0.19
C 5.18 3.15 -0.08
H 6.90 2.10 1.93
H 6.71 0.50 1.18
H 7.31 2.66 -0.42
H 6.16 1.44 -0.96
H 5.47 4.12 0.34
H 4.66 3.32 -1.02
O 1.34 -3.07 4.29
C 1.59 -2.29 3.41
O 0.67 -1.96 2.47
C 1.26 -1.09 1.48
C 2.47 -0.47 2.17
C 2.90 -1.58 3.12
H 1.54 -1.70 0.63
H 0.52 -0.37 1.17
H 3.24 -0.15 1.47
H 2.16 0.41 2.74
H 3.58 -2.30 2.66
H 3.34 -1.22 4.05
```

Computed properties:
- highest occupied orbital energy (eV) = -9.23
- Kohn-Sham gap (eV) = 8.3
- E_LUMO (Ha) = -0.0324
- F_max (eV/A) = 1.14


3.
Molecular formula: C32H42F5N5O7SSi3TeTi
Method: DFT, wB97M-V/def2-TZVPD

```
97
C32H42F5N5O7SSi3TeTi (wB97M-V/def2-TZVPD)
Ti -0.62 -1.00 -0.21
F 5.36 -3.42 2.10
C 4.46 -2.97 1.22
C 3.12 -2.89 1.56
F 2.72 -3.29 2.77
C 2.20 -2.44 0.64
F 0.92 -2.45 1.04
C 2.54 -2.02 -0.65
S 1.39 -1.43 -1.82
C 3.90 -2.12 -0.94
F 4.35 -1.74 -2.15
C 4.84 -2.58 -0.04
F 6.13 -2.66 -0.39
O 0.61 1.74 2.32
C 0.33 0.59 2.03
O 0.64 0.05 0.85
C -0.39 -0.30 2.99
C -0.17 -0.11 4.36
C -0.92 -0.82 5.26
C -1.90 -1.73 4.85
C -2.15 -1.93 3.48
C -1.39 -1.19 2.52
O -1.66 -1.20 1.24
N -3.15 -2.84 3.13
O -3.84 -3.33 4.09
O -3.34 -3.17 1.91
N -0.70 -0.57 6.67
O -1.38 -1.17 7.47
O 0.14 0.24 7.02
H 0.58 0.59 4.69
H -2.48 -2.28 5.57
C -3.50 1.09 -1.89
C -3.24 -0.36 -2.19
C -4.10 -1.01 -3.05
C -3.94 -2.39 -3.25
C -2.98 -3.07 -2.57
C -2.10 -2.35 -1.70
N -2.22 -0.99 -1.57
N -1.11 -2.88 -0.97
Si -0.86 -4.59 -0.91
C 0.49 -5.15 0.26
C -0.27 -5.19 -2.60
C -2.40 -5.51 -0.38
H -4.01 1.56 -2.73
H -2.59 1.63 -1.66
H -4.14 1.16 -1.01
H -4.89 -0.46 -3.54
H -4.61 -2.92 -3.92
H -2.87 -4.14 -2.67
H 1.48 -4.80 -0.06
H 0.49 -6.24 0.24
H 0.31 -4.82 1.29
H 0.40 -4.43 -3.02
H -1.09 -5.35 -3.31
H 0.28 -6.13 -2.51
H -3.01 -4.85 0.24
H -2.13 -6.38 0.22
H -3.01 -5.86 -1.22
C -2.75 1.73 3.51
C -2.54 1.72 2.06
N -2.36 1.66 0.93
H -3.07 0.75 3.86
H -3.51 2.48 3.77
H -1.81 1.98 4.00
C 1.43 5.47 -2.87
Si -0.32 4.88 -2.61
C -0.95 5.49 -0.96
C -1.37 5.68 -3.94
C -0.45 3.03 -2.77
Te 0.06 1.91 -0.96
C 2.13 1.95 -1.55
Si 3.36 2.41 -0.22
C 3.80 1.01 0.92
C 2.79 3.89 0.75
C 4.93 2.88 -1.14
H 1.48 6.56 -2.81
H 1.80 5.17 -3.86
H 2.11 5.05 -2.12
H -0.69 6.54 -0.79
H -0.53 4.89 -0.15
H -2.04 5.39 -0.91
H -1.33 6.78 -3.88
H -2.42 5.39 -3.83
H -1.04 5.39 -4.94
H 0.20 2.66 -3.56
H -1.48 2.76 -3.05
H 2.17 2.69 -2.36
H 2.36 0.97 -1.97
H 2.90 0.51 1.29
H 4.36 1.39 1.78
H 4.42 0.26 0.41
H 1.83 3.67 1.21
H 2.69 4.78 0.12
H 3.51 4.12 1.55
H 5.30 2.05 -1.75
H 5.73 3.16 -0.44
H 4.77 3.74 -1.81
```

Computed properties:
- total charge = -2
- highest occupied orbital energy (alpha / beta) (eV) = -0.26 / -2.77
- Kohn-Sham gap (alpha / beta) (eV) = 3.9 / 6.4
- multiplicity = 3
- E_LUMO (alpha / beta) (Ha) = 0.1336 / 0.1336
- ⟨S²⟩ = 2.03
- F_max (eV/A) = 2.76


- What is the F_max in the second record?
  1.14 eV/A


- F_max of number 2 (C32H42F3N2O14PS)?
  1.14 eV/A